The following is a DFT calculation (the ωB97M-V functional and the def2-TZVPD basis) of a single C26H30N4O2 molecule.

The calculation puts the energy above the lowest of the compared OMol25 structures with the same formula, charge and spin at 126.3 kJ/mol. The structure (SMILES) is Cc1ccc(-n2ncc3c2CCC[C@H]3NC(=O)c2ccccc2N2CCOCC2)cc1C. Its HOMO energy is -7.715 eV. The value obtained for the LUMO energy is 0.02789 Eh.

Cartesian coordinates (Å):
1 C -0.3045 -0.7001 8.5274
2 C -0.3388 -0.6725 7.0308
3 C -1.1591 -1.5464 6.3320
4 C -1.2116 -1.5445 4.9503
5 C -0.4393 -0.6345 4.2432
6 N -0.4399 -0.5835 2.8390
7 N 0.7242 -0.4069 2.2003
8 C 0.4472 -0.3744 0.9145
9 C -0.9333 -0.5119 0.7004
10 C -1.4759 -0.6484 1.9632
11 C -2.9336 -0.7189 2.2557
12 C -3.6827 -1.0329 0.9560
13 C -3.1965 -0.1567 -0.1964
14 C -1.7416 -0.4962 -0.5552
15 N -1.2023 0.4431 -1.5151
16 C -0.8652 0.0940 -2.7802
17 O -0.9839 -1.0407 -3.2034
18 C -0.3950 1.2339 -3.6209
19 C -1.2371 2.3372 -3.7257
20 C -0.9778 3.3592 -4.6167
21 C 0.1477 3.2773 -5.4231
22 C 1.0067 2.2065 -5.3151
23 C 0.7679 1.1610 -4.4099
24 N 1.7130 0.1701 -4.2679
25 C 1.8669 -0.6300 -3.0768
26 C 3.3671 -0.8547 -2.8433
27 O 3.9895 -1.4652 -3.9491
28 C 3.8204 -0.6869 -5.1110
29 C 2.3350 -0.4670 -5.4078
30 C 0.4020 0.2315 4.9319
31 C 0.4646 0.2220 6.3151
32 C 1.3832 1.1634 7.0306
33 H -0.9914 -1.4477 8.9155
34 H -0.5817 0.2713 8.9358
35 H 0.6986 -0.9332 8.8833
36 H -1.7640 -2.2552 6.8791
37 H -1.8257 -2.2653 4.4350
38 H 1.2319 -0.2544 0.1939
39 H -3.1673 -1.4755 3.0046
40 H -3.2647 0.2462 2.6561
41 H -4.7526 -0.8830 1.1100
42 H -3.5235 -2.0807 0.6933
43 H -3.8286 -0.3026 -1.0734
44 H -3.2548 0.8954 0.0963
45 H -1.7002 -1.4741 -1.0531
46 H -1.0670 1.3945 -1.2108
47 H -2.1361 2.3663 -3.1250
48 H -1.6479 4.2015 -4.6925
49 H 0.3638 4.0646 -6.1305
50 H 1.8965 2.1828 -5.9261
51 H 1.4541 -0.0982 -2.2193
52 H 1.3577 -1.5990 -3.1736
53 H 3.5253 -1.5238 -1.9959
54 H 3.8479 0.1153 -2.6369
55 H 4.3027 -1.2373 -5.9206
56 H 4.3179 0.2879 -4.9834
57 H 2.2106 0.1375 -6.3042
58 H 1.8621 -1.4468 -5.5765
59 H 1.0196 0.9071 4.3602
60 H 0.8208 1.8188 7.6950
61 H 2.0973 0.6104 7.6395
62 H 1.9336 1.7758 6.3218

Atoms 1-2, force components in eV/Å:
C 0.0210 0.0152 -0.0456
C -0.0648 -0.0849 -0.0745


The following is a DFT calculation (the ωB97M-V functional and the def2-TZVPD basis) of an isolated ion of composition C12H27ClNO2Si and charge +1.

The calculation puts the energy above the lowest of the compared OMol25 structures with the same formula, charge and spin at 63.6 kJ/mol. As for the charge: +1. Its HOMO energy is -11.579 eV. The value obtained for the LUMO energy is -0.14951 Eh.

Cartesian coordinates (Å):
1 C 3.2986 -0.6882 2.7835
2 N 2.2353 0.2536 3.0384
3 C 2.1435 0.7265 4.3969
4 C 1.8445 1.1226 1.9504
5 Cl 1.6485 2.8595 2.5212
6 H 3.5381 -1.2478 3.6967
7 H 2.9495 -1.4129 2.0389
8 H 4.2176 -0.1894 2.4046
9 H 2.3999 -0.1145 5.0389
10 H 2.8155 1.5758 4.6184
11 H 1.1104 1.0028 4.6465
12 H 2.6440 1.1950 1.1492
13 C -0.0168 2.4992 -5.1384
14 C 0.6259 2.1800 -3.7801
15 C -0.1532 1.2459 -2.8951
16 C 0.4958 1.1354 -1.5349
17 O 0.0793 -0.1727 -0.8490
18 C 0.2529 -0.3286 0.4646
19 C 0.4886 0.8156 1.3569
20 O -0.3389 -1.3805 0.9350
21 Si -2.0665 -2.1228 0.3149
22 C -1.7618 -3.9550 0.0979
23 C -3.2572 -1.7719 1.7331
24 C -2.7904 -1.3789 -1.2655
25 H 0.7272 2.9855 -5.7863
26 H -0.3596 1.5815 -5.6388
27 H -0.8506 3.2117 -5.0276
28 H 1.6188 1.7494 -3.9352
29 H 0.7922 3.1176 -3.2435
30 H -1.1534 1.6430 -2.7306
31 H -0.3009 0.2732 -3.3570
32 H 1.5873 1.1005 -1.5408
33 H 0.1542 1.9888 -0.9395
34 H -0.1948 0.6661 2.2374
35 H 0.1138 1.7070 0.7678
36 H -2.6998 -4.5359 0.1069
37 H -1.2663 -4.1689 -0.8594
38 H -1.1438 -4.3339 0.9231
39 H -4.1666 -2.3870 1.6391
40 H -2.7904 -2.0278 2.6952
41 H -3.5798 -0.7195 1.7419
42 H -3.8667 -1.6058 -1.3118
43 H -2.6905 -0.2880 -1.2959
44 H -2.3333 -1.8061 -2.1678

Atoms 1-2, force components in eV/Å:
C 0.4511 0.0808 -0.7014
N -0.5965 0.1782 -0.6185


The following is a DFT calculation (the ωB97M-V functional and the def2-TZVPD basis) of C17H27BrClIN2O7P as an isolated structure.

As for the charge: -1. Its HOMO energy is -4.142 eV. The value obtained for the LUMO energy is 0.02876 Eh.

Cartesian coordinates (Å):
1 C 2.8776 2.2125 -2.6031
2 C 2.6351 0.7590 -1.8119
3 C 1.0436 0.3946 -2.0516
4 Br 1.0007 -1.0752 -3.4191
5 C 0.2001 0.0846 -0.6805
6 C -1.2183 -0.7300 -1.0309
7 C -2.1332 0.0243 -2.1681
8 C -3.7124 -0.0842 -1.7331
9 C -4.5441 1.3222 -1.9352
10 O -4.4225 1.7501 -3.3404
11 C -3.7070 3.0632 -3.2731
12 O -4.4137 4.1546 -3.6385
13 C 0.8843 -1.0024 0.3913
14 C 1.2963 -2.5791 0.0222
15 C 2.9322 -2.8301 0.0355
16 N 3.8215 -1.8026 -0.2017
17 N 1.0997 -0.6013 1.7036
18 C 1.6900 -1.3403 2.8865
19 C 0.8062 -2.6140 3.4208
20 O 0.3309 -2.4754 4.8274
21 C 0.6698 0.8714 1.8517
22 P -0.3571 1.3296 3.4419
23 O 0.7328 1.4837 4.8312
24 Cl -1.8172 -0.2249 3.8233
25 C 0.0153 1.3562 0.3907
26 O 0.8136 2.5947 0.1045
27 C -1.5080 2.0289 0.5040
28 O -2.5826 1.3986 0.9824
29 O -1.6949 3.4554 0.0937
30 H 3.9256 2.6753 -2.3651
31 H 2.7164 1.9760 -3.7616
32 H 1.9715 2.9335 -2.3145
33 H 2.9589 0.7973 -0.6857
34 H 3.3262 -0.0290 -2.3642
35 H 0.5107 1.3315 -2.5651
36 H -1.0057 -1.8403 -1.4147
37 H -1.7828 -0.8848 0.0097
38 H -1.8936 -0.4585 -3.2226
39 H -1.8037 1.1694 -2.2415
40 H -3.8165 -0.3670 -0.5883
41 H -4.1722 -0.9980 -2.3334
42 H -5.6906 1.1405 -1.6623
43 H -4.0629 2.1177 -1.1939
44 H -2.5938 3.1159 -2.8878
45 H 0.7386 -3.3577 0.7331
46 H 0.9435 -2.8784 -1.0783
47 H 3.4251 -3.8882 0.2850
48 H 4.8135 -2.1241 -0.1534
49 H 1.8719 -0.6420 3.8352
50 H 2.7769 -1.7388 2.5981
51 H 1.5437 -3.5525 3.4403
52 H -0.0824 -2.9280 2.7181
53 H -0.5979 -2.8863 4.8866
54 H 1.7187 1.3544 2.1544
55 H 1.6078 1.7863 4.4414
56 H 1.7886 2.4249 0.2582
57 I 0.1261 -5.1733 4.0489

Atoms 1-2, force components in eV/Å:
C -1.2597 -0.6849 -0.0097
C 0.3725 0.7946 -1.2582